<A>
{"formula": "C4H10NO3", "method": "ωB97M-V with the def2-TZVPD basis set", "orbital_gap_ev": 7.184, "total_charge": -1, "lumo_energy_ev": 3.5583, "elements": ["O", "C", "C", "C", "C", "O", "N", "H", "H", "H", "H", "H", "H", "H", "H", "H", "H", "O"], "positions_angstrom": [[3.5583, -0.0804, -0.1144], [2.4743, 0.4924, -0.0767], [1.1880, -0.2212, -0.3294], [-0.1192, 0.5246, -0.1880], [-1.3331, -0.2319, -0.8085], [-2.4956, 0.4394, -0.6801], [1.3212, -1.6089, -0.1214], [2.2869, 1.4717, 0.3755], [1.7606, 0.3572, -1.2434], [0.0452, 1.4718, -0.7087], [-0.3345, 0.7263, 0.8644], [-1.0176, -0.4829, -1.8539], [-1.2910, -1.2273, -0.2922], [0.8626, -1.9281, 0.7187], [2.3242, -1.7920, -0.0446], [-3.4198, 1.2676, 1.9209], [-2.7937, 0.4191, 0.7760], [-3.0166, 0.4027, 1.8058]], "mulliken_charge": [-0.644, -0.113, 0.386, -0.408, -0.642, -0.884, -0.644, 0.364, 0.013, 0.245, 0.321, 0.342, 0.179, 0.230, 0.314, 0.256, 0.447, -0.762]}


<B>
{"formula": "C4H10NO3", "method": "ωB97M-V with the def2-TZVPD basis set", "orbital_gap_ev": 7.747, "total_charge": -1, "lumo_energy_ev": 3.9201, "elements": ["O", "C", "N", "C", "O", "C", "C", "H", "H", "H", "H", "H", "H", "H", "H", "H", "H", "O"], "positions_angstrom": [[-1.5176, -1.5289, -1.0153], [-0.6661, -1.0083, -0.2294], [0.5916, -1.2994, -0.4833], [1.8641, -0.3714, -0.3743], [1.6083, 0.7672, -0.8638], [-1.2345, -0.4859, 1.0068], [-0.6919, 0.7116, 1.7110], [0.5968, -1.7586, -1.4012], [2.6044, -0.9964, -0.9352], [2.1205, -0.4154, 0.7476], [-2.1713, -0.2732, 0.7041], [-1.2930, -1.2851, 1.7535], [-1.3264, 1.0621, 2.6187], [-0.3936, 1.5836, 1.0580], [0.4293, 0.3894, 2.0674], [0.3823, 2.0506, -1.7974], [-0.5711, 0.9432, -2.0905], [-0.3318, 1.9150, -2.4766]], "mulliken_charge": [-0.742, 0.361, -0.164, -0.628, -0.778, -0.334, -0.812, 0.295, 0.314, 0.251, 0.314, 0.211, 0.290, 0.249, 0.135, 0.381, 0.374, -0.716]}


The data favor <B>; the next most stable structure lies 134.1 kJ/mol above it.


<A>
{"formula": "C2H10N2O", "method": "ωB97M-V with the def2-TZVPD basis set", "orbital_gap_ev": 9.170, "total_charge": 0, "lumo_energy_ev": 0.6670, "elements": ["C", "O", "H", "H", "H", "H", "N", "C", "N", "H", "H", "H", "H", "H", "H"], "positions_angstrom": [[2.2882, -0.6224, 0.0947], [1.2247, -0.0675, -0.6784], [2.5521, 0.1781, 0.8732], [3.2326, -0.8264, -0.4765], [1.9209, -1.5545, 0.5623], [1.4990, -0.4030, -1.5483], [-1.6129, -0.9449, -0.0714], [-1.6669, 0.2994, 0.6523], [-1.1837, 1.3523, -0.2200], [-0.5787, -0.9490, -0.2737], [-2.3272, -0.9758, -0.8675], [-1.1916, 0.3487, 1.6737], [-2.7559, 0.5861, 0.7988], [-1.1036, 2.2884, 0.1616], [-0.2970, 1.2904, -0.6809]], "mulliken_charge": [-0.607, -0.457, 0.192, 0.300, 0.250, 0.274, -0.655, -0.274, -0.602, 0.352, 0.261, 0.246, 0.291, 0.192, 0.236]}


<B>
{"formula": "C2H10N2O", "method": "ωB97M-V with the def2-TZVPD basis set", "orbital_gap_ev": 9.896, "total_charge": 0, "lumo_energy_ev": 0.7886, "elements": ["C", "C", "N", "N", "H", "H", "H", "H", "H", "H", "H", "H", "H", "H", "O"], "positions_angstrom": [[0.0748, -0.2485, -1.1357], [1.4046, -0.2016, -0.4203], [2.6208, 0.1302, -1.1222], [-1.1482, -0.2446, -0.1824], [0.0107, -0.9832, -1.9530], [-0.0356, 0.7784, -1.6570], [1.5236, -1.2508, 0.0724], [1.1881, 0.6735, 0.2598], [2.7056, -0.6316, -1.8190], [3.4936, 0.0526, -0.5875], [-1.0117, 0.5977, 0.4837], [-1.2666, -1.0658, 0.4111], [-2.4806, 1.3052, 2.6007], [-3.9631, 0.5062, 2.7509], [-3.1159, 0.5821, 2.2985]], "mulliken_charge": [-0.620, -0.257, -0.625, -0.511, 0.383, 0.275, 0.217, 0.249, 0.232, 0.256, 0.180, 0.222, 0.320, 0.310, -0.633]}


The data favor <B>; the next most stable structure lies 24.1 kJ/mol above it.


<A>
{"formula": "H18O9Xe", "method": "ωB97M-V with the def2-TZVPD basis set", "orbital_gap_ev": 10.559, "total_charge": 0, "lumo_energy_ev": -0.0297, "elements": ["Xe", "O", "H", "H", "O", "H", "H", "O", "H", "H", "O", "H", "H", "O", "H", "H", "O", "H", "H", "O", "H", "H", "O", "H", "H", "O", "H", "H"], "positions_angstrom": [[-12.9203, -13.8622, -19.2437], [-11.0910, -15.1642, -16.1191], [-10.9670, -15.8145, -16.8104], [-10.2045, -14.9540, -15.8254], [-9.5590, -13.6912, -20.7000], [-9.1067, -13.3203, -21.4577], [-10.0436, -14.4380, -21.0516], [-13.1731, -10.0268, -21.0228], [-12.9670, -9.6884, -20.1514], [-12.5174, -10.7067, -21.1775], [-15.6475, -16.3392, -16.7720], [-16.0324, -16.6392, -15.9485], [-14.8919, -15.8149, -16.5067], [-14.0559, -15.1517, -23.1037], [-13.2998, -15.0747, -22.5218], [-14.7895, -15.3440, -22.5198], [-13.6614, -14.6231, -15.4406], [-12.7962, -14.7148, -15.8398], [-13.7442, -13.6868, -15.2598], [-10.5078, -11.2054, -20.6270], [-10.0926, -12.0641, -20.5467], [-10.3536, -10.9483, -21.5360], [-16.4399, -15.2108, -21.4923], [-16.9008, -14.5060, -21.9475], [-16.5193, -14.9894, -20.5645], [-11.4307, -15.6804, -22.1516], [-11.3551, -16.2496, -22.9174], [-11.6268, -16.2761, -21.4284]], "mulliken_charge": [-0.007, -0.627, 0.291, 0.294, -0.696, 0.310, 0.337, -0.620, 0.302, 0.336, -0.638, 0.301, 0.353, -0.639, 0.316, 0.385, -0.652, 0.364, 0.319, -0.681, 0.440, 0.280, -0.669, 0.328, 0.314, -0.694, 0.309, 0.345]}


<B>
{"formula": "H18O9Xe", "method": "ωB97M-V with the def2-TZVPD basis set", "orbital_gap_ev": 10.227, "total_charge": 0, "lumo_energy_ev": -0.3191, "elements": ["Xe", "O", "H", "H", "O", "H", "H", "O", "H", "H", "O", "H", "H", "O", "H", "H", "O", "H", "H", "O", "H", "H", "O", "H", "H", "O", "H", "H"], "positions_angstrom": [[-0.5453, -1.1091, 0.2581], [2.6069, 0.5842, 1.5373], [3.4592, 0.1489, 1.5567], [2.8150, 1.5181, 1.5097], [0.9837, -0.7467, -3.2641], [0.6978, -1.6383, -3.0653], [1.2839, -0.3981, -2.4247], [-4.0609, 0.2948, 0.5432], [-4.4161, 0.3514, -0.3438], [-3.9637, -0.6439, 0.7033], [1.0895, -3.1270, 2.8136], [1.4102, -3.2375, 1.9185], [1.0096, -2.1797, 2.9247], [2.1596, 0.4328, -1.1225], [1.4760, 1.0472, -1.3899], [2.2619, 0.5818, -0.1825], [-1.9993, 2.3265, 0.5240], [-2.3300, 1.4329, 0.4321], [-1.3239, 2.4029, -0.1500], [1.1507, -0.5000, 3.5823], [0.2947, -0.0882, 3.7007], [1.6120, 0.0762, 2.9730], [-2.4403, -1.9634, -2.7116], [-1.6588, -2.5084, -2.6189], [-2.2083, -1.3237, -3.3848], [0.1002, 2.4505, -1.2227], [-0.1679, 2.6632, -2.1166], [0.7034, 3.1527, -0.9795]], "mulliken_charge": [0.009, -0.831, 0.319, 0.329, -0.611, 0.277, 0.408, -0.652, 0.324, 0.311, -0.623, 0.293, 0.357, -0.727, 0.445, 0.369, -0.632, 0.277, 0.460, -0.683, 0.332, 0.402, -0.606, 0.279, 0.324, -0.771, 0.313, 0.309]}


The data favor <A>; the next most stable structure lies 18.6 kJ/mol above it.